[1]
Here is an isolated molecule of C18H18N6O2S in a non-equilibrium geometry from the Open Molecules 2025 dataset. Energies are from ωB97M-V/def2-TZVPD.

Energy relative to the best compared isomer or geometry (same formula, charge and spin)   150.7 kJ/mol
Charge   0
Gap between HOMO and LUMO   8.46 eV
DFT total energy   -42828.716 eV
HOMO   -0.296 Eh
SMILES   [H]/N=C(/Nc1cccc(OC)c1)Nc1nc(O)cc(CSc2ccccn2)n1

```
45
C18H18N6O2S ωB97M-V/def2-TZVPD
H 3.47658 -1.73473 3.03409
N 3.26886 -0.85665 3.52742
C 2.60915 -0.10092 2.74531
N 2.29267 1.04291 3.33674
C 1.44909 2.06999 2.90260
C 1.41377 2.46972 1.58156
C 0.50336 3.45364 1.23215
C -0.36945 4.03324 2.13845
C -0.32151 3.64997 3.46810
O -1.12280 4.37764 4.32836
C -1.25555 3.82036 5.65068
C 0.57693 2.62594 3.84863
N 2.19175 -0.41908 1.50748
C 2.01400 -1.70553 1.12029
N 2.84777 -2.67142 1.49032
C 2.59466 -3.84145 0.95340
O 3.50038 -4.82146 1.19948
C 1.57593 -4.06212 0.06565
C 0.74681 -3.00212 -0.29445
C -0.47686 -3.17441 -1.08810
S -0.18843 -3.00769 -2.93772
C -1.64887 -3.49005 -3.67514
C -1.81226 -3.23564 -5.02271
C -2.95583 -3.61597 -5.74709
C -3.94202 -4.25771 -5.04413
C -3.72527 -4.48838 -3.66630
N -2.63632 -4.09048 -2.99685
N 0.99385 -1.80523 0.29082
H 2.49241 0.97960 4.31553
H 2.09615 2.07238 0.85573
H 0.48942 3.85067 0.21766
H -1.00243 4.86230 1.81669
H -1.45251 2.74779 5.65922
H -2.03165 4.36000 6.17174
H -0.33277 4.00962 6.20834
H 0.61129 2.24760 4.87551
H 1.45436 0.19964 1.18297
H 4.20931 -4.38446 1.67709
H 1.41833 -5.06269 -0.37458
H -1.24205 -2.44208 -0.80996
H -0.88913 -4.18286 -0.84337
H -0.98648 -2.77657 -5.59482
H -3.10999 -3.50250 -6.84545
H -4.86554 -4.57105 -5.51605
H -4.49596 -4.97744 -3.08337
```

---

[2]
Here is a structure of composition C18H18N6O2Ti in a non-equilibrium geometry from the Open Molecules 2025 dataset. Energies are from ωB97M-V/def2-TZVPD.

2S+1   3
Charge   0
Gap between HOMO and LUMO (alpha / beta)   5.51 / 8.16 eV
DFT total energy   -55111.443 eV
HOMO (alpha / beta)   -0.184 / -0.282 Eh
Expectation value of S²   2.01

```
45
C18H18N6O2Ti ωB97M-V/def2-TZVPD
Ti -0.73010 -0.50568 -0.91795
C -4.81817 0.37646 -1.23499
C -3.36385 0.73033 -1.16287
O -2.55687 -0.23868 -1.51539
C -2.93476 1.95590 -0.73897
C -1.56015 2.37621 -0.57686
C -1.30608 3.78445 -0.12874
N -0.58996 1.54576 -0.78703
N 0.73302 1.96694 -0.54743
C 1.54721 0.98866 -0.80923
O 1.20287 -0.18345 -1.27169
C 2.99213 1.19402 -0.50621
C 3.51637 2.47174 -0.33226
C 4.85977 2.63559 -0.03677
C 5.68762 1.52693 0.09228
C 5.16630 0.25361 -0.08276
C 3.82259 0.08599 -0.38850
H -5.09097 -0.19787 -0.34686
H -4.99035 -0.25839 -2.10295
H -5.45986 1.25416 -1.28525
H -3.68880 2.69208 -0.49887
H -2.23519 4.27521 0.14864
H -0.83195 4.35094 -0.93256
H -0.60809 3.79642 0.70773
H 2.86188 3.32709 -0.42816
H 5.26534 3.63100 0.09276
H 6.73737 1.65525 0.32463
H 5.80633 -0.61413 0.01460
H 3.40969 -0.90185 -0.53940
N -0.90549 -2.34341 2.79963
C -0.90240 -1.05577 3.34085
C -0.84223 -0.19410 2.30888
N -0.81374 -0.88079 1.10019
C -0.84979 -2.21288 1.43266
C -0.78254 -3.15155 0.40854
N -0.66975 -2.70868 -0.87419
C -0.63364 -3.84648 -1.65909
C -0.73339 -4.95621 -0.89664
N -0.82528 -4.52218 0.42548
H -0.96123 -3.19932 3.31603
H -0.93766 -0.88688 4.40205
H -0.81001 0.88201 2.33981
H -0.54099 -3.78885 -2.73033
H -0.74211 -5.99923 -1.15629
H -0.89311 -5.11034 1.23347
```

---

[3]
Here is an isolated molecule of C18H18N8O4S in a non-equilibrium geometry from the Open Molecules 2025 dataset. Energies are from ωB97M-V/def2-TZVPD.

Energy relative to the best compared isomer or geometry (same formula, charge and spin)   6.3 kJ/mol
Charge   0
Gap between HOMO and LUMO   8.15 eV
DFT total energy   -49902.219 eV
HOMO   -0.317 Eh
SMILES   Cc1noc(NS(=O)(=O)c2ccc(NCc3cnc4nc(N)[nH]c(=O)c4n3)cc2)c1C

```
49
C18H18N8O4S ωB97M-V/def2-TZVPD
C -7.67140 -5.63290 -2.56281
C -6.21633 -5.29475 -2.66256
N -5.38307 -5.97733 -3.34376
O -4.13060 -5.30106 -3.23004
C -4.34012 -4.22321 -2.37975
N -3.46785 -3.29499 -1.95054
S -2.58752 -2.56229 -3.18226
O -2.01592 -3.55916 -4.08063
O -3.49001 -1.59092 -3.79180
C -1.31793 -1.72037 -2.19125
C -0.21269 -2.47071 -1.76954
C 0.80137 -1.83639 -1.07610
C 0.76632 -0.46979 -0.77533
N 1.86070 0.08892 -0.11619
C 2.39960 1.45530 -0.38849
C 2.37771 2.26854 0.89709
C 1.14650 2.73115 1.37751
N 0.99960 3.44280 2.48293
C 2.14338 3.80586 3.11306
N 1.98012 4.69259 4.17685
C 3.05843 5.09956 4.78923
N 2.79098 6.01739 5.72884
N 4.33800 4.67589 4.50987
C 4.53375 3.92531 3.37513
O 5.68347 3.58312 3.18704
C 3.39879 3.38999 2.61523
N 3.51923 2.57740 1.53033
C -0.34660 0.28510 -1.21918
C -1.36983 -0.34529 -1.92252
C -5.61024 -4.15592 -2.02461
C -6.26637 -3.05577 -1.24363
H -8.04191 -5.21598 -1.60001
H -7.84535 -6.72427 -2.59350
H -8.21676 -5.18945 -3.41878
H -3.90339 -2.56255 -1.42172
H -0.19549 -3.52298 -1.94407
H 1.65024 -2.39270 -0.69538
H 2.57677 -0.61169 0.13925
H 1.82716 1.94931 -1.12232
H 3.42015 1.40092 -0.76110
H 0.23154 2.43846 0.86152
H 3.45452 6.12614 6.49428
H 1.80938 6.02809 5.97699
H 5.12240 5.17294 4.91001
H -0.42800 1.34633 -0.96795
H -2.22941 0.19377 -2.28814
H -5.56370 -2.24409 -0.99842
H -7.07062 -2.56227 -1.81506
H -6.69798 -3.49774 -0.35131
```

---

[4]
Here is a structure of composition C18H19BF4NO6PtS in a non-equilibrium geometry from the Open Molecules 2025 dataset. Energies are from ωB97M-V/def2-TZVPD.

2S+1   5
Charge   +1
Gap between HOMO and LUMO (alpha / beta)   8.99 / 4.67 eV
DFT total energy   -58367.871 eV
HOMO (alpha / beta)   -0.450 / -0.450 Eh
Expectation value of S²   6.02

```
51
C18H19BF4NO6PtS ωB97M-V/def2-TZVPD
Pt 11.73634 9.21070 5.65538
O 13.82935 9.09442 5.92947
C 14.53418 9.90026 4.87948
C 14.06089 11.28188 5.04743
N 12.57154 11.36488 5.09887
C 12.08304 11.62832 3.65834
C 10.82989 12.27618 3.37944
O 10.72668 13.38076 3.91227
O 10.02971 11.68197 2.64145
C 11.93684 12.25853 6.10477
C 10.79823 11.57711 6.89165
O 9.93089 12.30192 7.31745
O 10.82036 10.29808 7.08946
H 13.90758 8.10118 5.81585
H 14.33914 9.53065 3.86410
H 15.62252 9.91315 5.08410
H 14.42613 11.81185 4.15442
H 14.46948 11.80630 5.90471
H 12.25977 10.64897 3.22863
H 12.83662 12.33626 3.30006
H 11.68003 13.05934 5.42773
H 12.69852 12.57899 6.80813
O 9.72587 8.61930 5.59312
S 8.78795 8.43926 4.31438
C 7.84730 6.98358 4.87119
C 6.73372 6.60063 4.12802
C 5.99003 5.52554 4.59982
C 6.24774 4.94402 5.82005
C 7.37016 5.31987 6.53945
C 8.19587 6.37033 6.08317
C 7.62203 9.73770 4.69316
C 7.94417 10.71521 5.65431
C 7.23985 11.91418 5.63380
C 6.13128 12.11560 4.82152
C 5.71777 11.05505 3.96317
C 6.51004 9.87775 3.89414
H 6.39957 7.19618 3.30190
H 5.12834 5.08034 4.06823
H 5.47285 4.28464 6.27134
H 7.68339 4.73244 7.39703
H 9.07644 6.75266 6.54866
H 8.67669 10.54830 6.43235
H 7.67619 12.75198 6.22719
H 5.56156 13.03676 4.74984
H 4.84606 11.15172 3.32114
H 6.29522 9.05155 3.17712
F 10.81913 5.81130 4.07128
B 12.13492 6.15740 4.19034
F 12.27310 7.72187 4.03774
F 13.03808 5.51979 3.29645
F 12.62104 6.15937 5.56385
```

---

[5]
Here is a structure of composition C18H19CaF3O4 in a non-equilibrium geometry from the Open Molecules 2025 dataset. Energies are from ωB97M-V/def2-TZVPD.

Charge   +2
Gap between HOMO and LUMO   3.74 eV
DFT total energy   -53735.972 eV
HOMO   -0.500 Eh

```
45
C18H19CaF3O4 ωB97M-V/def2-TZVPD
O 2.22357 -2.01806 3.65837
C 1.91074 -1.45801 2.63027
C 2.25881 -0.02317 2.32226
C 1.37961 0.72627 1.66615
C 1.63142 2.17834 1.25107
C 2.84606 2.15543 0.27066
C 2.47110 1.44626 -1.04664
C 3.13537 0.06888 -1.26134
O 4.48678 0.00015 -0.82803
C 0.05976 0.10205 1.28275
O -0.99687 0.70701 1.33200
C 0.15805 -1.35237 0.86702
C -0.60948 -1.88277 -0.15842
C -1.61364 -1.05627 -0.93964
C -2.88707 -0.70664 -0.13233
O -3.15839 0.73424 -0.18845
C -3.90912 1.06630 -1.26566
C -4.01000 2.63495 -1.20278
F -4.38481 3.18501 -2.47188
F -4.91471 3.09642 -0.15687
F -2.88125 3.09637 -0.86861
C -0.40207 -3.20883 -0.47430
C 0.51451 -3.97397 0.20419
C 1.27719 -3.45232 1.22958
C 1.08293 -2.13082 1.54173
H 3.21607 0.42053 2.59333
H 1.83718 2.83077 2.10261
H 0.72819 2.48102 0.70820
H 3.16174 3.19449 0.13266
H 3.67350 1.65126 0.77848
H 1.38255 1.30986 -1.16130
H 2.77483 2.09686 -1.87623
H 3.14370 -0.13988 -2.34094
H 2.55969 -0.76139 -0.82072
H 4.48258 -0.44978 0.02198
H -1.93642 -1.66117 -1.79934
H -1.13468 -0.16339 -1.36505
H -2.78611 -0.99966 0.91215
H -3.78498 -1.21223 -0.51844
H -4.93698 0.60139 -1.20996
H -3.40099 0.82694 -2.21819
H -0.95056 -3.69168 -1.28088
H 0.67935 -5.00973 -0.08032
H 2.00661 -4.04984 1.76684
Ca -6.38378 2.79120 -1.60600
```

---

[6]
Here is a structure of composition C18H19CdIN2S in a non-equilibrium geometry from the Open Molecules 2025 dataset. Energies are from ωB97M-V/def2-TZVPD.

Energy relative to the best compared isomer or geometry (same formula, charge and spin)   164.9 kJ/mol
Charge   0
Gap between HOMO and LUMO   5.66 eV
DFT total energy   -45453.812 eV
HOMO   -0.255 Eh

```
42
C18H19CdIN2S ωB97M-V/def2-TZVPD
C 1.28610 0.59966 2.54199
C 1.24480 -0.87400 2.50945
H 2.34909 0.90062 2.50615
H 0.85227 0.68693 3.55290
H 0.80858 1.33967 1.96839
H 1.23383 -1.62252 1.77691
H 2.19522 -1.02766 3.05137
H 0.37319 -1.12655 3.14970
C 0.95145 2.58651 -1.64192
C 1.07478 3.37217 -2.78140
C 0.98459 2.73773 -4.01067
C 0.78553 1.33796 -4.12992
H 1.06314 2.97376 -0.61468
H 1.24414 4.45187 -2.67042
H 1.08395 3.30886 -4.92458
H 0.74010 0.81073 -5.06391
N 0.69248 1.28540 -1.81505
C 0.64619 0.56800 -2.97373
C 0.50540 -0.95322 -2.96842
N 0.48177 -1.64812 -1.78163
C 0.43912 -2.95997 -1.57928
C 0.33295 -3.14916 -3.95480
C 0.34334 -3.79375 -2.69949
H 0.47421 -3.32890 -0.54652
H 0.28126 -4.87170 -2.57434
C 0.41803 -1.75948 -4.08773
H 0.41319 -1.23687 -5.05586
H 0.26058 -3.75876 -4.84914
Cd 0.82813 -0.21884 -0.34433
I 3.84302 -0.40100 -0.45751
S -1.90791 -0.11763 0.41947
C -2.06504 0.22152 2.06317
C -2.28090 -0.83801 2.98860
C -2.52953 -0.56251 4.32579
C -2.53404 0.75884 4.78913
C -2.40172 1.81511 3.87543
C -2.16708 1.55987 2.53046
H -2.32414 -1.85394 2.59209
H -2.73031 -1.38729 5.01073
H -2.67169 0.96611 5.86005
H -2.49722 2.84625 4.21881
H -2.12089 2.36232 1.79471
```